No. 1
Density functional theory data (the ωB97M-V functional and the def2-TZVPD basis) for the molecule C7H7BrN2O2S at a distorted geometry.

Bonds (Å) are listed after each position.
Cartesian coordinates (Å):
1 C -1.45488 0.39418 1.57369  C2 1.483, H14 1.038, H15 1.017, H16 1.204
2 C -0.18294 -0.15262 1.04342  C1 1.483, C3 1.334, C9 1.502
3 C 0.96612 -0.32699 1.69742  C2 1.334, C4 1.451, H17 1.071
4 C 2.15944 -0.62306 0.92769  C3 1.451, O5 1.199, N6 1.410
5 O 3.27008 -0.71926 1.37014  C4 1.199
6 N 1.97789 -0.85858 -0.45097  C4 1.410, C7 1.327, H18 1.038
7 C 0.87481 -0.64316 -1.15712  N6 1.327, S8 1.674, C9 1.458
8 S 1.10788 -0.65513 -2.81522  C7 1.674
9 C -0.36697 -0.46947 -0.41327  C2 1.502, C7 1.458, Br10 1.998, C11 1.581
10 Br -1.17262 -2.29700 -0.34436  C9 1.998
11 C -1.33751 0.48407 -1.21895  C9 1.581, N12 1.358, O13 1.208
12 N -0.76974 1.65208 -1.61612  C11 1.358, H19 0.993, H20 1.003
13 O -2.50957 0.23028 -1.36230  C11 1.208
14 H -1.65667 1.25337 1.02797  C1 1.038
15 H -1.24641 0.71361 2.51684  C1 1.017
16 H -2.27253 -0.48822 1.53167  C1 1.204
17 H 1.00381 -0.12902 2.74907  C3 1.071
18 H 2.81174 -1.04692 -1.03953  N6 1.038
19 H 0.20505 1.56665 -1.78380  N12 0.993
20 H -1.40698 2.11517 -2.23627  N12 1.003

Its SMILES is CC1=CC(=O)NC(=S)[C@]1(Br)C(N)=O. The total energy is -3503.136301 hartree. As for the frontier orbital gap: 7.9147 eV. The calculation puts the HOMO energy at -9.287 eV. Its relative energy (zero: lowest compared OMol25 entry of this formula, charge and spin) is 0.000 eV. The LUMO energy comes out at -1.37 eV.

***

No. 2
Density functional theory data (the ωB97M-V functional and the def2-TZVPD basis) for the molecule C4H6OS at a distorted geometry.

Bonds (Å) are listed after each position.
Cartesian coordinates (Å):
1 O -2.85251 0.81038 -1.35262  C2 1.395, H7 0.949
2 C -1.60166 1.42622 -1.31287  O1 1.395, C3 1.502, H8 1.129, H9 1.136
3 C -0.72277 0.79086 -0.27388  C2 1.502, C4 1.195
4 C -0.20830 -0.03620 0.41808  C3 1.195, C5 1.476
5 C 0.58508 -0.81493 1.38884  C4 1.476, S6 1.867, H10 1.098, H11 1.121
6 S 2.27018 -0.88415 0.58800  C5 1.867, H12 1.361
7 H -2.72717 -0.10598 -1.56472  O1 0.949
8 H -1.00340 1.29568 -2.26114  C2 1.129
9 H -1.75690 2.54239 -1.17248  C2 1.136
10 H 0.66830 -0.35556 2.38212  C5 1.098
11 H 0.29148 -1.88949 1.51197  C5 1.121
12 H 2.71083 -2.01946 1.19620  S6 1.361

Its SMILES is OCC#CCS. The total energy is -629.347486 hartree. As for the frontier orbital gap: 9.9817 eV. The calculation puts the HOMO energy at -9.264 eV. Its relative energy (zero: lowest compared OMol25 entry of this formula, charge and spin) is 2.712 eV. The LUMO energy comes out at 0.72 eV.

***

No. 3
Density functional theory data (the ωB97M-V functional and the def2-TZVPD basis) for the molecule C5H10O2.

Bonds (Å) are listed after each position.
Cartesian coordinates (Å):
1 C -1.13811 -1.26482 0.32281  C2 1.505, H8 1.096, H9 1.095, H10 1.094
2 C -0.69697 0.02888 -0.30768  C1 1.505, C3 1.527, C6 1.467, O7 1.436
3 C 0.71109 0.08186 -0.89555  C2 1.527, O5 1.440, H11 1.095, H12 1.090
4 C 1.98367 -0.44205 1.27969  O5 1.716, H13 1.108, H14 1.110
5 O 1.59260 0.70030 0.05979  C3 1.440, C4 1.716, H15 0.980
6 C -1.66318 1.03793 -0.75381  C2 1.467, O7 1.426, H16 1.089, H17 1.090
7 O -0.93581 1.21831 0.45988  C2 1.436, C6 1.426
8 H -1.32140 -2.01938 -0.45131  C1 1.096
9 H -0.33814 -1.60689 0.98774  C1 1.095
10 H -2.06121 -1.10917 0.88897  C1 1.094
11 H 0.75096 0.68746 -1.80754  C3 1.095
12 H 1.11588 -0.91262 -1.08068  C3 1.090
13 H 3.00510 -0.63247 0.89612  C4 1.108
14 H 2.16269 0.31919 2.06685  C4 1.110
15 H 1.02013 1.35434 0.51193  O5 0.980
16 H -2.72803 0.85233 -0.61784  C6 1.089
17 H -1.40715 1.72887 -1.55717  C6 1.090

The total energy is -346.800751 hartree. As for the frontier orbital gap: 8.2640 eV. The calculation puts the HOMO energy at -7.495 eV. Its relative energy (zero: lowest compared OMol25 entry of this formula, charge and spin) is 6.114 eV. The LUMO energy comes out at 0.77 eV.